The following is a quantum chemistry calculation of C31H53BrMnNP3 as an isolated structure at a distorted geometry, from the Open Molecules 2025 dataset.

Last column: Löwdin charge in e.
Atoms and positions in Å:
1 C -2.3914 -5.4035 -1.4108  -0.02
2 C -1.2679 -4.8805 -2.0753  -0.24
3 C -1.4298 -4.4115 -3.3941  -0.03
4 C -2.6003 -4.7706 -4.0816  -0.12
5 N -3.6027 -5.4210 -3.4708  0.07
6 C -3.5229 -5.7254 -2.1686  -0.11
7 C -0.0033 -4.8797 -1.3875  0.08
8 C 1.0096 -4.6032 -0.7220  0.07
9 C 1.7698 -3.6146 -0.0291  -0.21
10 C 1.0885 -2.3731 0.0235  0.01
11 C 1.8878 -1.2161 0.0253  -0.33
12 C 3.0938 -1.3353 0.7266  -0.38
13 C 3.7727 -2.5354 0.8687  -0.03
14 C 3.1029 -3.7061 0.4008  0.04
15 Mn 1.2749 0.5280 0.9664  0.35
16 P -1.4132 0.0251 -0.2531  0.95
17 H -0.6524 -3.8384 -3.9128  0.12
18 H -2.3543 -5.6216 -0.3439  0.12
19 H -2.7139 -4.5688 -5.1657  0.12
20 H -4.3602 -6.2835 -1.7175  0.12
21 H 3.5943 -4.6825 0.3955  0.14
22 H -0.0007 -2.2924 -0.1212  0.09
23 H 4.7890 -2.6027 1.2612  0.13
24 H 1.5922 -0.3143 -0.5635  -0.02
25 C -2.4345 1.5716 -0.0326  -0.42
26 C -3.6310 1.8810 -0.9277  -0.13
27 H -1.6991 2.3855 -0.1322  0.05
28 H -2.7439 1.5860 1.0236  0.06
29 H -4.0412 2.8567 -0.6271  0.09
30 H -3.3529 1.9601 -1.9863  0.07
31 H -4.4406 1.1485 -0.8264  0.06
32 C -1.4790 -0.3092 -2.0942  -0.39
33 C -2.6852 -0.9700 -2.7690  -0.13
34 H -0.5995 -0.9441 -2.2774  0.06
35 H -1.2661 0.6422 -2.6007  0.05
36 H -2.5059 -1.0335 -3.8526  0.09
37 H -2.8439 -1.9996 -2.4243  0.06
38 H -3.6191 -0.4094 -2.6366  0.07
39 C -2.4710 -1.3677 0.4213  -0.40
40 C -3.9941 -1.2461 0.4785  -0.13
41 H -2.1003 -1.5122 1.4469  0.04
42 H -2.2073 -2.2871 -0.1234  0.06
43 H -4.4065 -2.1422 0.9680  0.09
44 H -4.3248 -0.3805 1.0659  0.07
45 H -4.4632 -1.1930 -0.5124  0.07
46 Br 3.7024 0.6211 1.2510  0.91
47 P 1.7186 1.9798 -1.2709  0.93
48 C 0.5104 2.7027 -2.4164  -0.39
49 C 0.9426 4.0277 -3.0337  -0.12
50 H -0.4317 2.8293 -1.8572  0.06
51 H 0.3253 1.9549 -3.2019  0.08
52 H 0.1444 4.3810 -3.6977  0.09
53 H 1.1109 4.8003 -2.2733  0.08
54 H 1.8527 3.9269 -3.6412  0.07
55 C 2.7299 3.3137 -0.5209  -0.43
56 C 3.9765 3.7032 -1.2961  -0.13
57 H 3.0345 2.9707 0.4820  0.00
58 H 2.0490 4.1659 -0.3728  0.09
59 H 4.4699 4.5316 -0.7692  0.09
60 H 4.7024 2.8806 -1.3578  0.08
61 H 3.7468 4.0544 -2.3111  0.07
62 C 2.8278 0.8657 -2.2389  -0.39
63 C 3.2125 1.3810 -3.6128  -0.13
64 H 2.3034 -0.0967 -2.3451  0.08
65 H 3.7072 0.6617 -1.6082  0.06
66 H 3.8528 0.6313 -4.0940  0.09
67 H 2.3313 1.5241 -4.2499  0.08
68 H 3.7795 2.3182 -3.5645  0.06
69 C 2.6836 1.8090 4.0828  -0.17
70 C 1.7109 0.6388 4.1446  -0.39
71 P 0.2376 0.8234 3.0701  0.87
72 C -1.0379 -0.3616 3.6138  -0.39
73 C -1.1504 -0.5302 5.1212  -0.13
74 C -0.3769 2.5382 3.2507  -0.38
75 C -0.7315 2.9074 4.6847  -0.13
76 H 3.3179 1.7457 3.1837  -0.06
77 H 3.3673 1.7715 4.9390  0.10
78 H 2.1931 2.7888 4.0622  0.07
79 H 2.2091 -0.2872 3.8200  0.08
80 H 1.3238 0.4891 5.1568  0.08
81 H -1.9861 -0.0152 3.1762  0.08
82 H -0.8000 -1.3262 3.1435  0.07
83 H -1.1417 0.4259 5.6619  0.06
84 H -2.0953 -1.0332 5.3531  0.09
85 H -0.3389 -1.1557 5.5125  0.08
86 H 0.4017 3.2122 2.8584  0.08
87 H -1.2535 2.6395 2.5872  0.07
88 H 0.0818 2.7040 5.3937  0.08
89 H -0.9335 3.9828 4.7172  0.09
90 H -1.6338 2.3939 5.0354  0.08

Summary:
frontier orbital gap (spin up / spin down)	7.290 / 6.985	eV
maximum force	3.70	eV/Å
⟨S²⟩	8.767
energy above the lowest of the compared OMol25 structures with the same formula, charge and spin	0.9548	eV
E_tot	-6016.18267	Ha
E_HOMO (spin up / spin down)	-13.557 / -13.759	eV
total charge	+2
spin multiplicity	6